Entry 1:
{"formula": "C12H17N", "method": "ωB97M-V/def2-TZVPD", "smiles": "Cc1c[nH]c2ccccc12.CCC", "charge": 0, "total_energy_ev": -14209.6110, "elements": ["C", "C", "C", "H", "H", "H", "H", "H", "H", "H", "H", "C", "C", "C", "C", "C", "C", "C", "C", "C", "N", "H", "H", "H", "H", "H", "H", "H", "H", "H"], "xyz": [[1.6160, 2.0228, -1.2297], [0.2901, 2.7364, -1.0330], [1.5650, 1.1997, -2.5244], [1.8448, 1.3215, -0.4185], [2.5152, 2.6478, -1.1747], [-0.5024, 2.0010, -1.2429], [-0.0549, 3.3187, -0.1786], [0.9434, 0.3225, -2.3396], [0.2095, 3.3757, -1.9121], [2.5358, 1.1501, -3.0110], [0.9375, 1.7531, -3.2375], [-1.7557, 0.6235, 2.7514], [-2.4517, -0.2744, 0.4316], [-1.6166, -0.1776, 1.5008], [-0.8023, -1.7092, -0.0277], [-0.4996, -1.0097, 1.1369], [0.0183, -2.6823, -0.6112], [0.7029, -1.3617, 1.7787], [1.2247, -2.8931, 0.0099], [1.5728, -2.2604, 1.2235], [-2.0300, -1.2494, -0.4456], [-3.4432, 0.1190, 0.2936], [-2.3940, -1.3614, -1.3760], [-2.5890, 1.3079, 2.6065], [-0.8289, 1.1391, 3.0183], [-0.2367, -3.1273, -1.5659], [0.8906, -0.8201, 2.6973], [1.8887, -3.6424, -0.4011], [2.5139, -2.4535, 1.7038], [-2.0640, -0.0164, 3.5771]], "atomic_forces_ev_per_a": [[0.9, -0.7, 1.2], [-0.9, -0.2, -1.5], [-1.0, 1.5, -0.1], [-0.4, -0.1, 0.1], [-0.4, 0.5, -0.4], [0.1, 0.0, 0.4], [0.8, -0.2, 0.4], [0.8, -0.6, -0.2], [-0.1, 0.5, 0.0], [0.0, -0.9, 0.2], [0.2, 0.1, -0.1], [-0.5, -0.2, -0.3], [-0.9, -0.4, 0.4], [0.8, 0.2, -0.8], [-0.6, 0.1, -0.8], [0.7, -1.3, 0.8], [0.1, 0.9, 0.1], [-0.6, 1.1, 0.4], [0.3, -0.7, 0.2], [-0.4, 0.1, -0.4], [0.1, 0.1, -0.4], [-0.1, 0.4, 0.0], [0.0, -0.1, 0.1], [0.2, 0.4, 0.1], [-0.2, 0.1, 0.0], [0.0, -0.2, 0.2], [0.5, -0.2, 0.2], [0.1, 0.1, -0.1], [0.2, -0.2, 0.0], [0.2, -0.1, 0.2]], "nbo_charge": [-0.402, -0.616, -0.613, 0.200, 0.196, 0.199, 0.218, 0.213, 0.195, 0.218, 0.192, -0.628, -0.035, -0.076, 0.207, -0.132, -0.269, -0.170, -0.205, -0.252, -0.548, 0.205, 0.406, 0.219, 0.219, 0.214, 0.205, 0.209, 0.215, 0.217]}

Entry 2:
{"formula": "C29H32NO5", "method": "ωB97M-V/def2-TZVPD", "charge": 1, "total_energy_ev": -42310.8843, "elements": ["C", "C", "O", "C", "C", "C", "N", "C", "C", "O", "C", "C", "O", "H", "H", "H", "H", "H", "H", "H", "H", "H", "H", "H", "H", "H", "H", "H", "C", "O", "C", "C", "C", "C", "C", "C", "C", "C", "C", "O", "C", "C", "C", "C", "C", "C", "C", "C", "C", "C", "H", "H", "H", "H", "H", "H", "H", "H", "H", "H", "H", "H", "H", "H", "H", "H", "H"], "xyz": [[3.8193, -2.8135, 2.5533], [3.2801, -1.4119, 2.5094], [1.8714, -1.4931, 2.1594], [1.1249, -0.4505, 2.5959], [-0.1744, -0.4326, 1.9155], [-1.2515, 0.0775, 2.5807], [-2.4790, -0.4833, 2.5858], [-3.4806, 0.2127, 3.3982], [-4.7004, -0.6401, 3.7061], [-5.0449, -1.4769, 2.5990], [-4.0292, -2.4172, 2.2522], [-2.6918, -1.7616, 1.9009], [1.5031, 0.3599, 3.4400], [4.9005, -2.7763, 2.7006], [3.3830, -3.3607, 3.3952], [3.6043, -3.3447, 1.6195], [3.3651, -0.9044, 3.4743], [3.7722, -0.8200, 1.7295], [-0.3041, -1.1642, 1.1260], [-1.1581, 0.9822, 3.1866], [-2.9831, 0.5147, 4.3293], [-3.8004, 1.1267, 2.8721], [-4.4897, -1.2267, 4.6216], [-5.5724, 0.0095, 3.8565], [-3.8468, -3.1360, 3.0713], [-4.4311, -2.9447, 1.3757], [-2.6459, -1.6151, 0.8077], [-1.8753, -2.4521, 2.1760], [-4.6461, 4.8660, -0.7250], [-3.4885, 5.1814, 0.0784], [-2.4001, 4.3727, 0.0331], [-1.4602, 4.5156, 1.0885], [-0.4935, 3.5619, 1.2630], [-0.3248, 2.4996, 0.3197], [0.6516, 1.5119, 0.5903], [1.2344, 0.6342, -0.3927], [2.6447, 0.6027, -0.5256], [3.2601, -0.3855, -1.2604], [2.4665, -1.3608, -1.8778], [3.1152, -2.4059, -2.5391], [3.1805, -2.3266, -3.9309], [4.4512, -2.4949, -4.4882], [4.6383, -2.1876, -5.8313], [3.5546, -1.7963, -6.6230], [2.2703, -1.7408, -6.0744], [2.0696, -1.9991, -4.7148], [1.0678, -1.3153, -1.8379], [0.4584, -0.2922, -1.1285], [-1.1918, 2.4570, -0.8077], [-2.2314, 3.3536, -0.9362], [-5.3872, 5.6008, -0.4089], [-4.4367, 4.9801, -1.7964], [-5.0099, 3.8486, -0.5229], [-1.5680, 5.3594, 1.7693], [0.1868, 3.6090, 2.1171], [1.2011, 1.6459, 1.5292], [3.2311, 1.3783, -0.0348], [4.3437, -0.4140, -1.3805], [5.2624, -2.8117, -3.8339], [5.6382, -2.2695, -6.2522], [3.7119, -1.5441, -7.6729], [1.4094, -1.4926, -6.6936], [1.0754, -1.9409, -4.2690], [0.4780, -2.0649, -2.3726], [-0.6339, -0.2475, -1.0675], [-1.0509, 1.6913, -1.5701], [-2.9432, 3.2623, -1.7579]], "atomic_forces_ev_per_a": [[0.0, -0.2, 0.1], [-0.1, -0.1, 0.2], [-0.1, 0.9, 0.1], [0.6, 0.5, 0.5], [0.6, -0.3, -0.4], [-1.4, -0.6, 0.4], [1.3, 0.7, 0.0], [-0.4, 0.6, -0.3], [0.1, -0.5, -0.2], [0.5, 0.1, 0.2], [-0.3, 0.2, 0.4], [-0.1, 0.0, -0.5], [-0.5, -0.7, -1.0], [0.0, -0.1, 0.0], [0.0, 0.0, -0.2], [0.1, 0.1, 0.2], [0.1, -0.1, -0.3], [-0.1, 0.0, 0.2], [0.0, -0.1, 0.4], [0.1, -0.4, 0.2], [-0.3, 0.0, -0.2], [0.1, -0.3, 0.1], [-0.3, 0.0, -0.4], [0.3, -0.3, 0.2], [-0.4, 0.2, -0.1], [0.3, 0.0, 0.4], [0.1, 0.1, 0.4], [-0.2, 0.3, -0.1], [0.2, 0.1, 0.0], [1.0, -0.7, -0.2], [-0.8, -0.1, 0.2], [-0.4, 0.2, -0.2], [0.2, -0.3, -0.3], [-0.6, 0.0, 0.3], [-0.1, 0.9, 0.1], [0.5, -1.0, -0.7], [-0.7, 0.1, 0.6], [-0.2, -0.3, -0.5], [0.3, -0.5, -0.6], [-0.6, 0.4, 0.5], [0.1, 0.5, -0.4], [-0.5, 0.3, 0.2], [-0.2, -0.3, 0.0], [-0.1, 0.0, 0.0], [0.2, -0.1, 0.2], [0.4, -0.1, 0.0], [0.2, 0.2, 0.0], [0.2, 0.2, 0.3], [0.1, 0.1, 0.1], [-0.1, 0.1, 0.2], [0.1, -0.2, -0.2], [0.0, 0.0, 0.3], [0.2, 0.3, 0.0], [0.0, -0.3, -0.1], [-0.2, 0.0, -0.2], [0.0, 0.2, -0.5], [0.0, -0.3, 0.0], [-0.3, -0.1, 0.0], [-0.1, 0.2, -0.2], [-0.2, 0.0, 0.0], [-0.1, -0.1, 0.3], [0.3, 0.0, 0.1], [0.4, 0.1, -0.3], [0.3, 0.3, 0.4], [0.4, -0.2, 0.1], [-0.1, 0.3, 0.2], [0.3, 0.0, 0.2]], "nbo_charge": [-0.627, -0.079, -0.515, 0.772, -0.492, 0.196, -0.346, -0.238, -0.081, -0.509, -0.078, -0.252, -0.644, 0.225, 0.218, 0.218, 0.215, 0.178, 0.244, 0.222, 0.217, 0.201, 0.177, 0.218, 0.177, 0.216, 0.200, 0.227, -0.263, -0.462, 0.413, -0.274, -0.113, -0.134, 0.113, -0.186, -0.144, -0.271, 0.429, -0.523, 0.286, -0.254, -0.185, -0.228, -0.176, -0.291, -0.275, -0.164, -0.115, -0.307, 0.224, 0.193, 0.191, 0.252, 0.236, 0.247, 0.229, 0.249, 0.232, 0.226, 0.225, 0.219, 0.215, 0.238, 0.214, 0.233, 0.241]}

Entry 3:
{"formula": "C4H9N3O", "method": "ωB97M-V/def2-TZVPD", "smiles": "C/N=C\\N=C(\\C)NO", "charge": 0, "total_energy_ev": -10804.8826, "elements": ["C", "C", "C", "C", "H", "H", "H", "H", "H", "H", "H", "H", "H", "N", "N", "N", "O"], "xyz": [[-2.3826, 0.1172, 0.8758], [-1.1931, -0.7226, -1.0785], [1.1626, -0.2665, -0.4257], [2.4621, -0.7576, 0.4512], [-3.4116, -0.0657, 1.1293], [-1.9394, 1.2276, 1.1962], [-2.0629, -0.7893, 1.5761], [-1.3952, -0.9379, -2.2374], [2.4445, -0.8780, 1.6902], [3.4119, -0.5599, -0.0012], [2.2091, -1.9134, 0.2253], [2.1185, 1.5518, -0.2431], [-0.6330, 2.4254, -1.0950], [-2.2115, -0.3719, -0.5655], [0.1707, -1.1116, -0.6876], [1.1930, 1.1726, -0.5052], [0.0570, 1.8800, -0.3050]], "atomic_forces_ev_per_a": [[1.8, -1.7, 1.0], [5.1, -2.2, -5.8], [-1.5, 0.5, 2.3], [-3.3, -4.8, 0.1], [-0.9, 1.2, -0.4], [-1.1, -3.3, -1.1], [0.7, 2.1, -1.1], [1.1, 0.0, 2.1], [-0.3, 1.5, -3.5], [0.5, 0.4, 0.1], [1.3, 2.2, 0.4], [-1.4, 0.4, 0.0], [4.0, -2.8, 2.1], [-4.5, 3.3, 4.8], [1.3, 3.0, 1.3], [0.7, -2.6, -1.6], [-3.5, 2.7, -0.8]], "nbo_charge": [-0.489, 0.299, 0.457, -0.721, 0.206, 0.229, 0.194, 0.144, 0.262, 0.222, 0.255, 0.376, 0.481, -0.461, -0.549, -0.331, -0.573]}

Q: Which formula does entry 3 have?
A: C4H9N3O